Below is a single C3H2N4O molecule in a non-equilibrium geometry, with properties calculated with wB97M-V/def2-TZVPD.

Last columns: bonded neighbours and bond lengths (Å).
CARTESIAN COORDINATES (ANGSTROEM)
1 O 2.0453 -0.0698 0.9061  C2 1.218
2 C 1.3410 -0.1523 -0.0837  O1 1.218, N3 1.368, N8 1.416
3 N 1.0272 0.7630 -1.0504  C2 1.368, N4 1.227
4 N 0.0813 1.4362 -0.6540  N3 1.227, C5 1.399
5 C -0.7350 0.8938 0.3442  N4 1.399, C6 1.493, H9 1.052
6 C -0.8756 -0.5894 0.4462  C5 1.493, N7 1.424, H10 1.053
7 N -0.3604 -1.5056 -0.5138  C6 1.424, N8 1.260
8 N 0.8548 -1.2927 -0.7684  C2 1.416, N7 1.260
9 H -1.5319 1.4623 0.7288  C5 1.052
10 H -1.8466 -0.9454 0.6451  C6 1.053

The HOMO energy is -10.137 eV. The calculation puts the HOMO-LUMO gap at 8.7 eV. For the largest force on an atom, the calculation gives 5.41 eV/Å. Its structure (SMILES) is O=c1nnccnn1.

These are the Mulliken partial charges, in e, on atoms 1 to 5:
1. O -0.488
2. C 0.926
3. N -0.345
4. N -0.118
5. C -0.162